Molecular formula: C4H11N2O2
Method: DFT, ωB97M-V with the def2-TZVPD basis set

Calculated values
HOMO energy ... -13.84 eV
LUMO energy ... -0.1036 hartree
Energy relative to the best compared isomer or geometry (same formula, charge and spin) ... 70.7 kcal per mole
Molar mass ... 119.1 g mol⁻¹
Gap between HOMO and LUMO ... 0.405 hartree
SMILES ... C[C@H]1[NH2+][C@H](O)O[C@@H]1N
E ... -418.6871 hartree
Net charge ... +1

Each line ends with the Mulliken charge.
Geometry (Å):
1 C -0.13507 -0.30853 -0.66995  0.005
2 C -0.70105 -0.03512 1.08613  -0.135
3 C 1.58708 0.15117 1.16168  0.235
4 C -0.73170 0.82523 -1.65462  -1.477
5 N -1.68543 -0.87236 1.50758  -0.472
6 N 1.25834 -0.18878 -0.54449  -0.264
7 O 0.55790 -0.42323 1.69508  -0.345
8 O 2.80008 -0.32129 1.42385  -0.457
9 H -0.59526 -1.36195 -0.68866  0.338
10 H -0.90526 1.00253 1.44497  0.383
11 H 1.66852 1.26392 1.17055  0.383
12 H -0.59677 1.76444 -1.18168  0.449
13 H -1.71756 0.59171 -1.92649  0.383
14 H -0.34482 0.60250 -2.64146  0.457
15 H -1.60599 -1.82046 1.40263  0.183
16 H -2.19371 -0.40921 2.27991  0.276
17 H 1.90504 -0.88615 -0.72022  0.295
18 H 1.59092 0.59533 -1.21791  0.393
19 H 2.78074 -1.02839 2.09016  0.369

---

Molecular formula: C40H34BrCuN5O2SSi
Method: DFT, ωB97M-V with the def2-TZVPD basis set

Calculated values
HOMO energy (spin up / spin down) ... -5.09 / -7.01 eV
2S+1 ... 2
LUMO energy (spin up / spin down) ... -0.0249 / -0.0248 hartree
Energy relative to the best compared isomer or geometry (same formula, charge and spin) ... 0.0 kcal per mole
Molar mass ... 820.3 g mol⁻¹
Gap between HOMO and LUMO (spin up / spin down) ... 0.162 / 0.233 hartree
<S²> ... 0.785
E ... -6871.1316 hartree

Each line ends with the Mulliken charge.
Geometry (Å):
1 Cu 0.09704 0.12546 0.70125  -0.659
2 O -0.84897 2.47082 -3.16155  -0.711
3 C 0.37225 2.72619 -3.70459  0.289
4 C 0.45018 3.61452 -4.76999  -0.641
5 C 1.67525 3.88564 -5.35521  -0.329
6 C 2.82717 3.26649 -4.89156  -0.983
7 C 2.74719 2.39737 -3.81414  -0.454
8 C 1.53244 2.13176 -3.19838  0.132
9 C 1.41227 1.27320 -1.95937  0.543
10 O 2.64388 0.76032 -1.50820  -0.317
11 N 0.47085 0.21880 -2.21682  -0.485
12 N 0.26288 -0.62261 -1.09334  0.967
13 C -0.44803 -1.70429 -1.40183  -0.824
14 C -0.83123 -2.72843 -0.54488  0.525
15 Br 0.07512 -2.79019 1.17157  -0.240
16 C -1.77457 -3.72488 -0.73977  -1.518
17 C -2.84077 -3.73322 -1.71453  0.972
18 C -3.33741 -2.58673 -2.36391  -0.280
19 C -4.38657 -2.66907 -3.26204  -0.659
20 C -4.98706 -3.88745 -3.54862  -0.595
21 C -4.51927 -5.03034 -2.90977  -0.451
22 C -3.46986 -4.95562 -2.01621  -0.831
23 H -0.77487 1.61428 -2.68799  0.427
24 H -0.46215 4.07029 -5.12694  0.448
25 H 1.72691 4.57457 -6.18716  0.377
26 H 3.78189 3.46369 -5.35817  0.408
27 H 3.64093 1.92081 -3.43934  0.400
28 H 0.98082 1.88866 -1.16032  0.359
29 H 0.76666 -0.32868 -3.02409  0.334
30 H -0.77535 -1.82247 -2.43140  0.557
31 H -1.72754 -4.58528 -0.08670  0.290
32 H -2.90983 -1.62231 -2.13472  0.597
33 H -4.74360 -1.76853 -3.74655  0.419
34 H -5.80552 -3.94599 -4.25264  0.389
35 H -4.97251 -5.98988 -3.12183  0.398
36 H -3.10874 -5.85661 -1.53559  0.361
37 N -3.32064 -0.43758 2.83704  -0.139
38 C -4.30934 -1.00248 1.99267  0.218
39 C -5.24840 -1.86437 2.52828  -0.610
40 C -6.21081 -2.44457 1.71128  -0.611
41 C -6.22224 -2.17321 0.35455  -0.750
42 C -5.26981 -1.31795 -0.18488  -0.789
43 C -4.32425 -0.72124 0.62954  0.604
44 S -3.14074 0.38678 -0.08172  -0.173
45 N -1.96227 0.45461 1.12060  -0.538
46 C -2.16437 0.09803 2.33473  0.661
47 C -1.01810 0.29727 3.28123  0.531
48 C -1.18134 0.36503 4.65567  -0.660
49 C -0.06366 0.57131 5.45224  -0.633
50 C 1.17719 0.70147 4.85096  -0.949
51 C 1.25639 0.62316 3.46828  -0.226
52 N 0.18972 0.42801 2.70095  0.797
53 H -3.27133 -0.84321 3.75692  0.201
54 H -5.22447 -2.08902 3.58764  0.372
55 H -6.93866 -3.11773 2.14111  0.388
56 H -6.95586 -2.63375 -0.29117  0.411
57 H -5.25434 -1.11917 -1.24774  0.618
58 H -2.15947 0.29222 5.10874  0.540
59 H -0.16718 0.63502 6.52612  0.424
60 H 2.07314 0.86156 5.43112  0.471
61 H 2.20632 0.70787 2.95510  0.506
62 C 5.21598 -2.14521 2.19452  -0.534
63 C 6.13668 -1.19603 1.77385  -0.571
64 C 5.73828 -0.17533 0.92271  -0.591
65 C 4.41708 -0.08097 0.48817  0.332
66 C 3.50626 -1.05374 0.90853  0.484
67 C 3.90108 -2.07874 1.75447  -0.739
68 Si 3.84472 1.34760 -0.55389  -0.079
69 C 3.31041 2.77985 0.53163  0.737
70 C 4.23839 3.78171 0.82475  -0.538
71 C 3.91938 4.83840 1.66477  -0.659
72 C 2.65319 4.92115 2.22403  -0.493
73 C 1.71403 3.93925 1.94698  -1.057
74 C 2.04539 2.88280 1.11211  0.752
75 H 5.52750 -2.94867 2.84869  0.385
76 H 7.16676 -1.25794 2.09893  0.394
77 H 6.46822 0.55293 0.59043  0.339
78 H 2.48816 -1.03828 0.52818  0.411
79 H 3.18687 -2.83623 2.05041  0.397
80 H 4.98546 1.84641 -1.36029  -0.323
81 H 5.22679 3.74095 0.38380  0.360
82 H 4.65596 5.60278 1.87478  0.397
83 H 2.39666 5.75157 2.86899  0.391
84 H 0.72189 3.99801 2.37512  0.466
85 H 1.29955 2.11935 0.92440  -0.137

---

Molecular formula: H10O4S
Method: DFT, ωB97M-V with the def2-TZVPD basis set

Calculated values
HOMO energy ... -10.01 eV
LUMO energy ... 0.0221 hartree
Energy relative to the best compared isomer or geometry (same formula, charge and spin) ... 6.8 kcal per mole
Molar mass ... 106.1 g mol⁻¹
Gap between HOMO and LUMO ... 0.390 hartree
SMILES ... O.O.O.O.S
E ... -705.1362 hartree

Each line ends with the Mulliken charge.
Geometry (Å):
1 S -0.06786 -3.13702 0.10611  -0.419
2 H -0.53806 -3.04432 -1.15252  0.191
3 H 1.15669 -2.77506 -0.36036  0.174
4 H 0.24111 -0.14102 -2.80732  0.282
5 H -0.09055 0.11976 -1.36303  0.338
6 O 0.01472 -0.57725 -1.99824  -0.581
7 H -0.06918 -1.31504 1.50157  0.299
8 H 1.37785 -0.74581 1.42283  0.302
9 O 0.51620 -0.60303 1.82080  -0.608
10 H -0.39771 0.93144 1.72626  0.400
11 H -1.84992 1.48687 1.78083  0.276
12 O -0.99924 1.61516 1.36720  -0.698
13 H -0.17641 2.43351 -0.07470  0.371
14 H 0.78952 3.20579 -0.97552  0.311
15 O 0.09284 2.54602 -0.99391  -0.639

---

Molecular formula: CHF3N2
Method: DFT, ωB97M-V with the def2-TZVPD basis set

Calculated values
HOMO energy ... -9.36 eV
LUMO energy ... 0.0153 hartree
Energy relative to the best compared isomer or geometry (same formula, charge and spin) ... 166.4 kcal per mole
Molar mass ... 98.0 g mol⁻¹
Gap between HOMO and LUMO ... 0.359 hartree
E ... -447.5909 hartree

Each line ends with the Mulliken charge.
Geometry (Å):
1 C 1.00794 -0.78688 -0.14452  0.541
2 N 0.29076 0.01053 0.40445  -0.345
3 N 2.94275 -0.23244 -0.17756  0.001
4 F 1.07161 -1.88325 -0.78578  -0.165
5 F 2.98800 0.85262 -0.95475  -0.138
6 F 3.22445 0.23975 1.06677  -0.153
7 H -0.67202 0.01572 0.65458  0.258

---

Molecular formula: C25H61N13Ti
Method: DFT, ωB97M-V with the def2-TZVPD basis set

Calculated values
HOMO energy (spin up / spin down) ... -14.85 / -15.63 eV
2S+1 ... 2
LUMO energy (spin up / spin down) ... -0.2820 / -0.2821 hartree
Energy relative to the best compared isomer or geometry (same formula, charge and spin) ... 88.1 kcal per mole
Molar mass ... 591.7 g mol⁻¹
Gap between HOMO and LUMO (spin up / spin down) ... 0.264 / 0.292 hartree
<S²> ... 0.754
E ... -2549.4808 hartree
Net charge ... +3

Each line ends with the Mulliken charge.
Geometry (Å):
1 Ti -0.30945 -1.01014 0.32148  0.361
2 C 3.06799 -0.19874 0.54520  -1.517
3 N 3.16853 -1.62849 0.50691  0.471
4 C 3.95875 -2.21740 1.63142  -1.313
5 C 2.40824 -2.33529 -0.32627  -0.749
6 N 1.43957 -1.67582 -0.95717  1.712
7 C 1.19503 -1.95170 -2.37140  -1.597
8 C -0.27751 -1.83909 -2.62821  -1.215
9 N -0.88121 -0.71181 -1.87231  1.075
10 C -2.38713 -0.96225 -1.91830  -1.556
11 C -3.06228 -0.45503 -0.62600  -0.586
12 N -2.45198 -1.10455 0.46095  0.845
13 C -3.16835 -1.22929 1.56396  -0.518
14 N -4.01335 -0.32709 2.07931  0.421
15 C -3.82090 1.11782 1.82238  -1.305
16 C -5.20207 -0.63687 2.89228  -1.100
17 N -3.02147 -2.38228 2.22008  0.604
18 C -3.34409 -3.65057 1.50270  -1.050
19 C -2.97096 -2.53828 3.69198  -1.345
20 C -0.63067 0.60692 -2.56198  -1.597
21 C 0.68915 1.21160 -2.49285  0.139
22 N 0.64865 2.57345 -1.94652  0.591
23 C 1.08188 3.77030 -2.47410  0.640
24 N 2.22741 3.80279 -3.16575  0.073
25 C 3.27771 2.87560 -2.80840  -1.290
26 C 2.48509 4.70363 -4.36742  -1.114
27 N 0.41967 4.87773 -2.09459  -0.043
28 C -1.01374 4.77524 -2.01242  -0.900
29 C 0.93734 6.22646 -1.93006  -1.001
30 N 2.76190 -3.65955 -0.43957  0.043
31 C 1.86928 -4.68787 -0.99779  -1.061
32 C 4.24289 -4.00849 -0.80496  -1.247
33 H 2.10854 0.22109 0.92376  0.452
34 H 3.07232 0.29904 -0.46741  0.121
35 H 3.97125 0.28495 1.09784  0.457
36 H 4.18670 -1.34351 2.27777  0.429
37 H 4.84439 -2.62106 1.31128  0.378
38 H 3.35479 -2.98916 2.06613  0.458
39 H 1.55344 -2.88233 -2.64796  0.946
40 H 1.74496 -1.23204 -3.02481  0.106
41 H -0.63979 -2.77023 -2.23632  0.487
42 H -0.60009 -1.73587 -3.60834  0.583
43 H -2.78733 -0.51463 -2.78925  0.453
44 H -2.62506 -2.05590 -2.12121  0.456
45 H -4.16797 -0.57730 -0.67283  0.553
46 H -2.94697 0.67388 -0.52435  0.095
47 H -2.79798 1.28807 1.40218  0.088
48 H -3.83992 1.61997 2.71039  0.537
49 H -4.57701 1.43677 1.14416  0.400
50 H -5.58796 -1.63274 2.68581  0.327
51 H -6.01601 -0.00897 2.58361  0.426
52 H -5.09073 -0.39077 3.98864  0.349
53 H -3.31589 -3.61329 0.37570  0.227
54 H -4.32486 -3.93058 1.88175  0.403
55 H -2.67961 -4.49638 1.70443  0.396
56 H -2.94383 -1.57078 4.16336  0.405
57 H -2.07868 -3.20754 3.95458  0.354
58 H -3.87843 -3.04102 4.12627  0.334
59 H -1.43662 1.31481 -2.20149  0.472
60 H -0.82022 0.49989 -3.61228  0.510
61 H 1.09711 1.43744 -3.50974  0.437
62 H 1.38082 0.64645 -1.86158  -0.818
63 H 3.21013 2.62976 -1.77635  0.432
64 H 4.26869 3.43990 -2.90011  0.412
65 H 3.31098 2.00699 -3.39713  0.369
66 H 1.51761 4.97653 -4.69011  0.387
67 H 2.91317 4.08068 -5.15174  0.400
68 H 3.19193 5.48685 -4.06258  0.377
69 H -1.47106 4.34689 -2.87782  0.349
70 H -1.43961 5.76993 -1.90823  0.403
71 H -1.28011 4.20723 -1.12521  0.179
72 H 2.03275 6.28196 -2.26949  0.347
73 H 0.74217 6.47069 -0.92475  0.391
74 H 0.37295 6.92450 -2.59795  0.377
75 H 1.92521 -5.58541 -0.40691  0.316
76 H 2.15528 -5.02812 -1.97968  0.435
77 H 0.85310 -4.22682 -1.03956  0.341
78 H 4.86908 -3.15775 -0.55007  0.494
79 H 4.14178 -4.40882 -1.77770  0.372
80 H 4.60673 -4.86040 -0.19429  0.334
81 N -0.45236 0.94032 0.84779  1.291
82 C -0.07389 2.01135 1.76308  -1.020
83 C -0.42812 1.71174 3.18546  -1.138
84 N 0.37376 0.59966 3.74787  0.255
85 C 0.73519 0.52389 4.94539  -0.131
86 C 0.21916 -1.81703 2.35104  -1.469
87 N -0.14312 -2.85252 1.28622  -0.383
88 H 0.18966 2.79337 -1.04982  -0.343
89 H -1.06517 1.43443 0.16769  -0.617
90 H -0.46499 3.00465 1.51729  0.485
91 H 0.99277 2.11796 1.69007  0.566
92 H -1.41281 1.32425 3.36123  0.239
93 H -0.24924 2.53368 3.83061  0.655
94 H 0.71695 -0.05244 2.98357  -0.327
95 H 0.44972 1.34589 5.55848  0.324
96 H 1.20956 -0.40209 5.28727  0.306
97 H -0.56355 -2.01995 3.12231  0.323
98 H 1.08705 -2.14362 2.82548  1.039
99 H -1.03575 -3.24804 1.48641  0.141
100 H 0.51115 -3.59930 1.15967  0.395

---

Molecular formula: C3H5NO3
Method: DFT, ωB97M-V with the def2-TZVPD basis set

Calculated values
HOMO energy ... -9.52 eV
LUMO energy ... 0.0284 hartree
Energy relative to the best compared isomer or geometry (same formula, charge and spin) ... 159.6 kcal per mole
Molar mass ... 103.1 g mol⁻¹
Gap between HOMO and LUMO ... 0.378 hartree
SMILES ... OC[C@@H]1OC=NO1
E ... -397.5824 hartree

Each line ends with the Mulliken charge.
Geometry (Å):
1 C 1.27855 -0.02452 0.03307  -0.590
2 C 0.13662 0.77792 0.42967  0.231
3 C -1.66645 -0.64166 0.11073  0.222
4 H 0.69136 -0.33077 -1.43766  0.411
5 H 1.75589 -0.38743 1.12881  0.262
6 H 2.05906 0.37315 -0.78692  0.301
7 H 0.53574 1.50293 1.10003  0.431
8 H -2.28496 -1.41200 0.50211  0.384
9 N -1.70676 0.15026 -0.88215  -0.339
10 O 0.56954 -1.10890 -0.61486  -0.513
11 O -0.85940 -0.04704 1.12128  -0.405
12 O -0.50920 1.14806 -0.70413  -0.394